(1)
49
Properties=species:S:1:pos:R:3:lowdin_charge:R:1 method="wB97M-V/def2-TZVPD" lumo_energy_ev=2.397 charge=-1 homo_ev=-5.18 largest_force_ha_per_bohr=0.02405 multiplicity=1 gap_ev=7.6
C -0.93247 4.11838 0.61071 -0.109
C -1.14352 3.00482 1.65364 -0.229
C -2.10994 1.93668 1.17224 -0.186
O -1.64056 1.12430 0.08401 -0.146
C -0.58698 0.27399 0.33220 -0.703
Br 1.10921 1.18426 -0.07175 0.899
C -0.53718 -0.43247 1.68560 -0.201
C -0.13716 0.34869 2.98943 -0.715
O 1.00888 0.79711 3.01382 -0.040
O -1.06039 0.41265 3.81717 -0.037
O 0.45408 -1.44050 1.42280 -0.061
C 0.09558 -2.03327 0.19153 -0.345
C 1.25988 -2.81178 -0.42207 -0.145
C 2.65215 -2.16181 -0.30562 -0.173
C 3.36085 -1.86592 -1.64024 -0.191
C 3.99232 -0.49134 -1.70660 -0.206
O 4.94783 -0.32750 -0.63482 -0.065
C 4.76153 0.79138 0.12904 -0.342
O 5.40304 1.79772 -0.01094 0.090
C -0.74104 -0.98232 -0.60873 -0.523
Br 0.00291 -0.59990 -2.38919 0.817
B -2.29715 -1.34263 -0.85838 -0.520
O -2.85576 -2.40283 -0.17552 0.144
C -3.26585 -0.57278 -1.82734 -0.162
C -4.26980 0.32053 -1.04482 -0.097
H 0.13108 4.32273 0.47539 0.057
H -1.40848 5.05522 0.90582 0.060
H -1.30878 3.81216 -0.36819 0.067
H -1.57881 3.40660 2.57184 0.119
H -0.18197 2.57150 1.92385 0.060
H -2.99349 2.43230 0.75985 0.120
H -2.44811 1.30791 2.00015 0.120
H -1.48338 -0.96161 1.85817 0.165
H -0.62803 -2.82069 0.46148 0.126
H 1.28831 -3.75673 0.12641 0.111
H 1.01524 -3.07431 -1.45445 0.090
H 3.28815 -2.86556 0.23357 0.111
H 2.58910 -1.27127 0.31870 0.079
H 4.16275 -2.59552 -1.79555 0.110
H 2.68590 -1.96779 -2.49422 0.081
H 4.53779 -0.36832 -2.64630 0.122
H 3.23061 0.28995 -1.66851 0.067
H 3.99661 0.66894 0.91456 0.132
H -2.27437 -3.16404 -0.10286 0.092
H -3.84582 -1.34716 -2.34063 0.099
H -2.73355 0.01028 -2.57431 0.061
H -3.99178 1.36743 -1.15682 0.063
H -5.29400 0.17044 -1.38424 0.065
H -4.22546 0.13210 0.03017 0.071

=====

(2)
50
Properties=species:S:1:pos:R:3:lowdin_charge:R:1 method="wB97M-V/def2-TZVPD" lumo_energy_ev=2.536 charge=-1 homo_ev=-5.05 e_above_lowest_kcal_mol=0.0 largest_force_ha_per_bohr=0.02552 multiplicity=1 gap_ev=7.6
C 1.27025 -2.04000 2.93664 -0.164
C 0.74933 -0.93524 2.07135 -0.860
Cl 0.85798 0.64085 2.82337 0.668
C 0.22665 -1.01599 0.85451 -0.679
Cl 0.12148 -2.67928 0.19583 0.572
In -0.53683 0.59763 -0.53535 0.752
C -0.08675 2.69050 0.08718 -0.283
C 1.39625 3.08567 0.17962 -0.315
C 2.30683 2.46827 -0.88847 -0.219
C 2.89820 1.15228 -0.41869 -0.235
N 4.11589 0.78290 -1.22109 0.014
C 4.85953 -0.25812 -0.53516 -0.554
N 6.11538 -0.18388 -0.42691 0.121
N 4.19008 -1.36416 0.02805 0.107
B 0.16848 0.02369 -2.64307 -0.691
O -0.20224 0.69845 -3.78685 0.081
O 0.97194 -1.07942 -2.89246 0.064
C -2.76836 0.41884 -0.53815 -0.254
C -3.34602 -0.55229 -1.36408 -0.172
C -4.72622 -0.73479 -1.45417 -0.136
C -5.55433 0.08905 -0.69962 -0.146
C -5.00774 1.04581 0.14878 -0.133
C -3.62399 1.21387 0.23174 -0.153
H 1.60186 -2.87864 2.33711 0.039
H 2.12527 -1.70200 3.51587 0.059
H 0.48105 -2.34630 3.62021 0.077
H -0.52897 2.84885 1.07269 0.013
H -0.62839 3.36360 -0.57730 0.029
H 1.46504 4.17201 0.05605 0.091
H 1.81591 2.88637 1.16236 0.070
H 1.81814 2.38401 -1.85825 0.100
H 3.15866 3.13602 -1.03291 0.105
H 2.18359 0.33627 -0.47465 0.050
H 3.24372 1.30456 0.60018 0.116
H 3.73531 0.31039 -2.04460 0.113
H 6.39303 0.68753 -0.87496 0.039
H 3.31231 -1.56755 -0.42725 0.063
H 4.05579 -1.26370 1.02320 0.083
H -0.45541 1.59966 -3.58277 0.070
H 1.20489 -1.43673 -2.03125 0.008
H -2.70332 -1.19556 -1.95458 0.084
H -5.14543 -1.47596 -2.11823 0.089
H -6.62655 -0.02512 -0.78356 0.087
H -5.64885 1.68932 0.73736 0.088
H -3.19555 1.95569 0.89214 0.083
C -3.13788 -3.44192 2.01462 -1.014
Cl -4.03112 -1.96982 1.65620 0.606
Cl -3.25098 -3.90447 3.72859 0.470
H -3.54397 -4.25066 1.41863 0.024
H -2.09396 -3.28048 1.77208 -0.026

=====

(3)
49
Properties=species:S:1:pos:R:3:lowdin_charge:R:1 method="wB97M-V/def2-TZVPD" lumo_energy_ev=-4.441 charge=+1 homo_ev=-13.36 e_above_lowest_kcal_mol=0.0 largest_force_ha_per_bohr=0.02894 multiplicity=1 gap_ev=8.9
Pt 1.82317 0.31349 0.29465 1.419
Br 1.97708 -2.47826 2.36061 0.879
C 2.94180 -0.94390 2.81512 -0.696
C 3.66792 -0.90476 3.99087 -0.065
C 4.41439 0.22548 4.28305 0.008
C 4.44161 1.27946 3.38539 0.048
C 3.69444 1.17191 2.23528 -0.156
N 2.93554 0.09578 1.96839 -0.097
C 3.71429 2.21075 1.15434 -0.532
O 4.34856 3.21956 1.24782 0.164
O 3.01869 1.86274 0.08351 -0.152
H 3.64628 -1.75553 4.65516 0.118
H 4.98527 0.27136 5.20065 0.132
H 5.02756 2.17416 3.54060 0.142
C 3.22553 -0.52182 -0.93634 -0.061
H 3.55748 0.28450 -1.57960 0.049
H 2.68645 -1.30298 -1.46508 0.025
H 4.00753 -0.91960 -0.29612 0.042
C -3.90391 0.96070 0.14777 -0.015
C -2.87625 1.95245 -0.36300 -0.570
C -2.95433 2.16551 -1.86239 -0.014
C -2.94186 3.26311 0.39433 -0.019
O -1.51024 1.43552 -0.02999 -0.122
P -0.69033 0.22129 -0.48958 0.281
O -0.01781 -0.44266 0.71546 -0.392
O 0.59612 0.65331 -1.28235 -0.348
O -1.63538 -0.70009 -1.28283 -0.138
C -1.41211 -2.10996 -1.74344 -0.566
C -1.88787 -3.00121 -0.61336 -0.010
C -2.28500 -2.22525 -2.97604 -0.013
C 0.05073 -2.34468 -2.07570 -0.033
H -4.89629 1.39837 0.03922 0.102
H -3.73757 0.74987 1.20444 0.100
H -3.87719 0.02924 -0.41430 0.076
H -3.92000 2.60737 -2.10748 0.103
H -2.86503 1.22434 -2.40396 0.080
H -2.17026 2.84633 -2.19413 0.101
H -3.89624 3.74765 0.18999 0.100
H -2.13908 3.92865 0.07938 0.096
H -2.85951 3.09327 1.46737 0.095
H -2.93755 -2.81212 -0.38997 0.097
H -1.29886 -2.82975 0.28837 0.082
H -1.78039 -4.04536 -0.90743 0.102
H -3.32012 -1.98607 -2.73401 0.095
H -2.24559 -3.24592 -3.35598 0.101
H -1.93829 -1.54918 -3.75727 0.098
H 0.67576 -2.28668 -1.18230 0.060
H 0.40959 -1.62998 -2.81529 0.098
H 0.15122 -3.35045 -2.48382 0.107

=====

(4)
49
Properties=species:S:1:pos:R:3:lowdin_charge:R:1 method="wB97M-V/def2-TZVPD" lumo_energy_ev="0.290 / 0.285" homo_ev="-4.63 / -5.39" largest_force_ha_per_bohr=0.04210 multiplicity=1 gap_ev="4.9 / 5.7"
O 2.35012 1.39331 -1.94867 -0.150
H 2.80367 2.05312 -2.49770 0.112
Cd 0.16660 -0.30251 -0.21322 1.370
N -1.88995 -0.78638 -1.18474 -0.134
N 0.41244 -0.77622 -2.42746 -0.167
O -3.20243 -0.91918 -0.67361 -0.120
O 1.59365 -0.72893 -3.14938 -0.129
C -1.91158 -1.07011 -2.47769 -0.360
C -0.64173 -1.15182 -3.14838 -0.336
C -3.24009 -1.34351 -3.06659 -0.053
C -0.49324 -1.59687 -4.55847 -0.045
H -3.93905 -0.52202 -2.86784 0.086
H -3.67636 -2.26161 -2.65013 0.089
H -3.14700 -1.46444 -4.14843 0.070
H 0.50048 -2.02517 -4.72293 0.075
H -0.62258 -0.75140 -5.25020 0.089
H -1.25336 -2.34742 -4.80165 0.074
H -3.14595 -0.69923 0.27497 0.057
H 2.04334 0.09888 -2.76391 0.038
O 0.01793 -2.55879 0.63897 -0.120
H -0.79612 -3.03083 0.38331 0.061
H 0.75005 -3.17771 0.46494 0.065
C 1.14651 1.98626 -1.31337 -0.133
H 1.29505 1.94258 -0.22861 0.054
H 0.23948 1.47178 -1.67911 0.041
H 1.06123 3.04144 -1.61459 0.094
O -3.01136 3.55474 0.08734 -0.071
H -2.81922 3.07275 -0.73653 0.035
H -2.14133 3.61655 0.51888 0.034
C -2.34028 0.49036 3.56685 -0.099
C -1.38864 0.35540 4.58108 -0.088
C -0.04163 0.26322 4.23563 -0.035
C 0.33027 0.27592 2.88135 -0.261
N -0.61730 0.33734 1.90714 -0.032
C -1.91200 0.52612 2.23843 -0.171
C 1.74513 0.19827 2.45391 -0.261
C 2.82211 0.42332 3.32493 -0.037
C 4.12661 0.32603 2.84497 -0.091
C 4.33926 -0.01024 1.50450 -0.103
C 3.23470 -0.21905 0.68260 -0.164
N 1.97632 -0.10160 1.14921 -0.055
H -3.40487 0.57430 3.77668 0.095
H -1.68871 0.33259 5.62631 0.101
H 0.74068 0.16247 4.98344 0.097
H -2.61086 0.74758 1.42373 0.087
H 2.60287 0.68092 4.35919 0.098
H 4.96827 0.50901 3.50931 0.100
H 5.33475 -0.10945 1.07950 0.092
H 3.33409 -0.47976 -0.37395 0.099

=====

(5)
59
Properties=species:S:1:pos:R:3:lowdin_charge:R:1 method="wB97M-V/def2-TZVPD" lumo_energy_ev=-4.279 charge=+1 homo_ev=-10.76 largest_force_ha_per_bohr=0.16404 multiplicity=1 gap_ev=6.5
O 2.35843 1.90625 0.74226 -0.448
P 1.98450 2.79940 2.00229 0.848
N 0.20707 2.60561 2.27123 -0.100
C -0.85993 3.70832 2.36689 -0.131
O -0.54933 5.16585 2.26451 -0.034
C -2.36555 3.00982 2.56767 0.100
N -2.13225 1.48709 2.59390 0.101
C -0.62463 1.33931 2.41544 -0.092
C -0.00387 -0.21216 2.34320 -0.075
C -0.28569 -0.69977 0.77267 -0.071
C 0.71523 -1.92049 0.28769 -0.165
F 2.03500 -1.91820 1.02224 0.006
F 0.03751 -3.19427 0.70219 -0.001
C 0.90229 -1.76134 -1.33360 -0.090
F 1.93017 -0.67035 -1.52460 0.031
F -0.40311 -1.27778 -1.89160 0.017
C 1.29680 -3.13959 -2.12819 -0.071
F 2.32242 -2.74076 -3.16361 0.028
F 1.97065 -4.17030 -1.28608 0.052
C 0.04462 -3.79366 -3.00553 -0.119
F -1.15529 -4.10350 -2.19459 0.058
F -0.25033 -3.02318 -4.25781 0.055
F 0.56930 -5.12689 -3.48562 0.015
H 2.71528 2.32979 3.17564 0.044
H 2.23177 4.21072 1.82930 0.051
H -0.36107 5.28183 1.26875 0.132
H -3.41030 3.55114 2.64479 0.135
H -2.87271 0.75671 2.68905 0.169
H -0.54167 -0.93742 3.10302 0.143
H 1.15143 -0.08419 2.57622 0.122
H -0.06928 0.27364 0.11701 0.136
H -1.42106 -0.94321 0.62607 0.146
O 1.36309 -7.29926 -6.34071 0.026
C 2.03581 -7.96006 -5.55767 -0.597
N 2.12921 -7.60879 -4.24588 0.151
C 2.79891 -9.18699 -5.96539 -0.013
H 2.66995 -8.12078 -3.56396 0.100
H 1.62332 -6.78496 -3.94694 0.070
H 3.52543 -8.91568 -6.73618 0.089
H 2.09904 -9.92648 -6.36389 0.090
H 3.33396 -9.63127 -5.12141 0.070
O -4.12804 4.67897 4.71887 -0.007
C -3.63653 5.39840 5.58096 -0.590
N -2.98016 4.86459 6.64733 0.155
C -3.71247 6.89719 5.53909 -0.003
H -2.55933 5.41536 7.38158 0.104
H -2.91576 3.85597 6.69761 0.108
H -4.76266 7.20157 5.54269 0.095
H -3.22960 7.25355 4.62514 0.090
H -3.21334 7.35302 6.39877 0.077
O 0.01016 3.61864 -0.92312 -0.014
C 0.21945 2.96198 -1.93671 -0.588
N -0.79848 2.62628 -2.77578 0.164
C 1.58475 2.48053 -2.33429 -0.009
H -0.67582 2.08779 -3.62110 0.107
H -1.72845 2.93964 -2.52890 0.112
H 1.97965 1.83546 -1.54468 0.042
H 2.24272 3.34358 -2.46730 0.098
H 1.55883 1.91333 -3.26893 0.081